Molecular formula: C5H5NO
Method: DFT, the ωB97M-V functional and the def2-TZVPD basis

Atoms and positions in Å:
C (2.265, -0.361, -0.169)
C (-1.325, 0.247, -0.039)
C (-0.861, -1.094, 0.440)
C (-0.058, 0.981, -0.568)
C (1.090, 0.299, -0.016)
N (3.251, -0.940, -0.047)
O (0.717, 1.537, 0.501)
H (-2.159, 0.119, -0.786)
H (-1.648, 0.909, 0.934)
H (-0.851, -1.403, 1.494)
H (-0.499, -1.786, -0.198)
H (0.077, 1.491, -1.547)

Cartesian forces, eV/Å:
C 0.448 0.376 0.501
C -0.911 1.721 1.468
C 0.343 2.314 2.705
C -0.482 -0.913 -1.057
C -2.170 0.732 0.637
N 0.951 -0.668 -0.299
O 0.820 -0.757 -0.125
H 0.717 0.604 0.748
H 0.322 -1.588 -2.608
H -0.290 0.397 -0.544
H 0.890 -2.092 -2.279
H -0.639 -0.125 0.854

Computed properties:
* energy relative to the best compared isomer or geometry (same formula, charge and spin): 551.8 kJ/mol
* 2S+1: 1
* max |F|: 3.58 eV/A
* HOMO level (spin up / spin down): -8.80 / -8.69 eV

Results of the Löwdin charge analysis, in e, for atoms 1 through 8:
1 C -0.180
2 C -0.189
3 C 0.045
4 C -0.231
5 C -0.222
6 N 0.169
7 O 0.067
8 H 0.116